Here is a molecular structure, C20H41InN2P3Se from the OMol25 dataset. Energies are from ωB97M-V/def2-TZVPD.

Calculated values
LUMO energy (alpha / beta) (eV): -11.3 / -12.7
Net charge: +3
Highest occupied orbital energy (alpha / beta) (eV): -15.93 / -15.93
HOMO-LUMO gap (alpha / beta) (eV): 4.670 / 3.236

Each line ends with the natural charge from an NBO analysis.
Geometry (Å):
In (-0.5441, -0.0206, 0.4138)  0.775
P (-1.3675, -2.2770, 1.5825)  0.928
P (1.7197, -0.4853, 2.6263)  1.056
P (1.5898, -1.5801, -0.7006)  1.121
H (-2.6734, 4.0170, -5.4777)  0.189
C (-2.7750, 3.1354, -6.1086)  -0.412
C (-3.6399, 2.1715, -5.7539)  -0.390
H (-4.4477, 2.3506, -5.0196)  0.209
C (-2.8195, -1.9493, 2.6393)  -0.939
C (-0.4064, -3.4740, 2.5657)  -0.943
C (-2.0472, -3.2561, 0.1960)  -0.937
C (3.0660, 0.7778, 2.6502)  -0.940
C (1.2094, -0.2909, 4.3912)  -0.931
C (2.7903, -1.9752, 2.8381)  -0.945
C (1.0973, -1.6018, -2.4720)  -0.946
C (1.8647, -3.3745, -0.3902)  -0.955
C (3.3094, -0.9584, -0.8726)  -0.957
H (-2.1339, 3.0834, -6.9812)  0.214
H (-3.5868, 1.1544, -6.1614)  0.212
H (-3.3630, -1.0697, 2.2798)  0.258
H (-2.5144, -1.7671, 3.6761)  0.254
H (-3.4724, -2.8225, 2.5995)  0.275
H (-0.0642, -3.0239, 3.5069)  0.248
H (0.4625, -3.8458, 2.0101)  0.249
H (-1.0555, -4.3267, 2.8041)  0.285
H (-2.6878, -2.6092, -0.4170)  0.267
H (-2.6477, -4.0739, 0.6125)  0.276
H (-1.2580, -3.6689, -0.4472)  0.247
H (3.6674, 0.5910, 3.5543)  0.274
H (2.6332, 1.7881, 2.6927)  0.259
H (3.6942, 0.6945, 1.7515)  0.254
H (2.1257, -0.4237, 4.9892)  0.275
H (0.4632, -1.0532, 4.6736)  0.246
H (0.7939, 0.7153, 4.5599)  0.263
H (3.3777, -1.8145, 3.7565)  0.276
H (3.4729, -2.0983, 1.9823)  0.246
H (2.1794, -2.8835, 2.9576)  0.252
H (1.8399, -2.1864, -3.0304)  0.274
H (1.0396, -0.5784, -2.8629)  0.261
H (0.1150, -2.0779, -2.5756)  0.262
H (2.4814, -3.7603, -1.2122)  0.286
H (0.9102, -3.9175, -0.3637)  0.253
H (2.3934, -3.5204, 0.5610)  0.257
H (3.8043, -1.5664, -1.6438)  0.278
H (3.8592, -1.0426, 0.0746)  0.249
H (3.2840, 0.0962, -1.1853)  0.265
C (0.5780, 2.4538, -1.9896)  -0.212
C (-0.7794, 2.3545, -2.3564)  -0.243
C (-1.1333, 2.6292, -3.6714)  -0.125
C (-0.2204, 3.2018, -4.5834)  -0.077
C (1.1083, 3.4208, -4.1501)  -0.184
C (1.5139, 3.0271, -2.8856)  -0.179
Se (1.2999, 1.8755, -0.3734)  0.212
H (-1.1307, -0.3771, -1.2713)  -0.187
H (-1.5335, 2.0209, -1.6447)  0.217
H (-2.1379, 2.4114, -4.0264)  0.258
H (-0.5494, 3.4613, -5.5881)  0.263
H (1.8301, 3.8824, -4.8333)  0.262
H (2.5490, 3.1313, -2.5635)  0.247
N (-2.1603, 3.2861, 2.6052)  -0.463
C (-2.2667, 2.4009, 3.6806)  -0.034
C (-1.7203, 1.2324, 3.2498)  -0.090
N (-1.2995, 1.3986, 1.9333)  -0.615
C (-1.5765, 2.6530, 1.5774)  0.229
H (-2.4325, 4.2636, 2.5481)  0.465
H (-2.6934, 2.6282, 4.6388)  0.275
H (-1.6221, 0.2964, 3.7980)  0.238
H (-1.3621, 3.1469, 0.6368)  0.243

Force components x, y, z for each atom (eV/Å):
In -0.003 -0.427 -0.217
P -0.607 -0.176 0.098
P 1.957 -0.024 1.302
P 1.617 -0.825 -1.466
H -0.506 0.304 -0.559
C -1.011 -0.573 0.326
C 0.187 0.197 -0.187
H 0.824 -0.126 -0.138
C 0.056 0.135 -0.104
C 0.234 0.012 0.004
C 0.010 0.132 0.009
C -0.386 0.315 -0.708
C -0.941 0.014 -0.211
C -0.378 -0.383 -0.470
C -0.592 0.173 0.248
C -0.432 0.189 0.629
C -0.128 0.341 0.422
H 0.135 -0.314 0.146
H -0.349 0.621 -0.340
H -0.018 -0.196 0.043
H -0.058 -0.120 -0.200
H -0.052 0.060 0.136
H -0.135 -0.129 -0.231
H -0.255 0.060 0.118
H 0.094 0.183 -0.046
H 0.086 -0.191 0.122
H 0.130 0.091 -0.176
H -0.233 0.107 0.215
H -0.191 0.052 -0.342
H 0.231 -0.253 0.023
H -0.120 0.096 0.335
H -0.370 0.034 -0.217
H 0.326 0.351 0.044
H 0.155 -0.405 -0.002
H -0.161 -0.056 -0.370
H -0.220 0.015 0.405
H 0.406 0.319 -0.004
H -0.062 0.175 0.190
H 0.025 -0.230 0.056
H 0.194 0.125 -0.046
H -0.124 0.145 0.116
H 0.353 0.082 -0.060
H -0.146 -0.043 -0.316
H -0.123 0.111 0.234
H -0.065 0.045 -0.344
H 0.138 -0.451 0.070
C 0.323 0.165 0.585
C -0.149 -0.242 -0.811
C -0.136 0.008 0.610
C 0.698 -0.301 1.035
C 0.121 0.100 -0.354
C 0.036 0.195 -0.615
Se -0.414 0.199 -0.302
H 0.049 0.229 1.023
H 0.180 -0.030 -0.269
H 0.237 0.202 0.300
H 0.260 -0.083 0.315
H -0.287 -0.213 0.316
H -0.211 0.080 -0.176
N 0.113 -0.386 0.157
C 0.320 0.143 -0.775
C -0.166 0.149 -0.214
N 0.027 -0.005 -0.421
C -0.262 -0.050 0.904
H -0.102 -0.243 0.366
H -0.095 0.328 0.007
H -0.018 0.440 -0.346
H -0.019 -0.244 0.122